No. 1
Formula: C35H52BePSbSi3
Source: the OMol25 dataset
Level of theory: wB97M-V/def2-TZVPD

Structure (XYZ):
```
93
Properties=species:S:1:pos:R:3:forces:R:3
Be -0.07210 -0.08265 -0.30415 0.20 -0.18 0.08
C 3.21538 5.28343 1.40684 -0.02 0.00 -0.02
C 2.27966 5.65586 0.45234 -0.01 -0.04 0.00
C 1.34749 4.73529 -0.01425 0.10 0.06 0.00
C 1.35792 3.43128 0.46831 0.02 0.01 -0.01
C 2.30254 3.06449 1.42390 0.08 -0.01 0.00
C 3.22378 3.98340 1.89771 0.00 0.01 -0.04
P 0.12777 2.17505 0.00374 -0.40 -0.05 -0.08
C -0.77948 2.92316 -1.39065 0.11 0.10 0.09
C -2.14142 3.19127 -1.35261 -0.04 0.01 -0.01
C -2.79328 3.66060 -2.48900 0.05 -0.02 0.05
C -2.08530 3.87808 -3.66001 0.02 -0.02 0.00
C -0.71934 3.61657 -3.70342 -0.04 -0.02 0.03
C -0.07478 3.13143 -2.57859 0.00 -0.01 -0.01
C -0.99804 2.20277 1.43591 0.09 -0.15 -0.10
C -1.35792 3.34174 2.10233 -0.07 0.12 0.10
C -2.20357 3.26481 3.23029 0.05 0.02 -0.08
C -2.64763 2.04936 3.67014 0.00 -0.09 -0.02
C -2.27460 0.84965 3.01358 -0.02 0.00 0.02
C -2.70477 -0.42438 3.46593 0.00 0.09 0.01
C -2.31882 -1.54799 2.79665 0.05 -0.04 -0.08
C -1.49433 -1.45836 1.64644 -0.07 -0.06 0.10
C -1.03200 -0.26240 1.15355 -0.02 0.33 0.13
C -1.43911 0.91630 1.87068 0.05 -0.14 -0.07
H 3.93752 6.00442 1.76801 -0.01 0.00 0.00
H 2.26750 6.66897 0.07097 0.00 0.00 0.00
H 0.61740 5.03707 -0.75458 0.00 0.00 0.02
H 2.31304 2.04888 1.79829 -0.01 -0.05 0.01
H 3.95117 3.68409 2.64238 -0.01 0.00 -0.01
H -2.70010 3.01768 -0.44104 0.01 0.02 -0.01
H -3.85783 3.85423 -2.45458 0.01 0.00 0.01
H -2.59509 4.24379 -4.54210 0.00 0.00 0.00
H -0.16385 3.77467 -4.61891 0.00 0.00 0.00
H 0.98496 2.90003 -2.62563 -0.01 0.01 0.01
H -0.98821 4.30843 1.77632 -0.02 -0.02 0.00
H -2.49184 4.17192 3.74574 0.00 0.00 0.00
H -3.29332 1.98650 4.53926 0.01 0.00 0.00
H -3.33977 -0.48702 4.34244 0.01 0.01 0.00
H -2.64658 -2.52155 3.14321 -0.01 0.01 0.00
H -1.23094 -2.38387 1.14204 -0.01 0.03 0.05
C -1.85390 -0.94874 -3.98280 -0.04 -0.03 -0.05
C -1.64397 -0.17815 -2.68111 -0.06 0.02 0.06
C -2.90497 -0.24776 -1.81995 -0.02 0.02 -0.01
C -0.42592 -0.68873 -1.90176 0.08 -0.08 -0.11
H -2.68293 -0.54251 -4.57145 0.01 -0.02 0.02
H -2.08082 -1.99867 -3.76597 0.02 0.03 -0.02
H -0.95480 -0.92483 -4.60466 -0.01 0.01 0.02
H -1.48099 0.87158 -2.94876 0.02 -0.02 0.03
H -3.16357 -1.29250 -1.61324 0.02 0.03 0.03
H -3.76319 0.21722 -2.31342 0.01 -0.03 -0.04
H -2.75735 0.24547 -0.85527 -0.04 -0.02 -0.07
H 0.46213 -0.64942 -2.55351 -0.08 0.02 -0.06
H -0.58509 -1.77281 -1.73099 0.00 0.06 -0.03
C 5.74283 -1.34398 -1.31753 0.16 -0.13 0.01
Si 4.14009 -0.41177 -1.50679 -0.15 -0.06 0.11
C 4.44195 1.37327 -1.07843 0.03 0.23 0.11
C 3.58764 -0.49638 -3.28315 -0.10 -0.01 -0.17
Sb 2.27402 -1.28508 0.01160 0.17 0.09 -0.09
Si 1.98953 -3.67497 -0.85261 -0.04 0.14 0.18
C 3.42195 -4.76289 -0.35753 0.16 -0.10 0.04
C 1.80075 -3.73287 -2.69785 -0.02 0.05 -0.24
C 0.43709 -4.32557 -0.05635 -0.16 -0.09 0.08
Si 3.46219 -1.73001 2.22557 -0.24 0.10 -0.10
C 3.75490 -0.07240 3.02525 0.06 0.19 0.10
C 5.08016 -2.64231 2.16227 0.21 -0.10 -0.08
C 2.23073 -2.68915 3.24081 -0.14 -0.14 0.10
H 6.44700 -1.00197 -2.08277 0.01 -0.03 0.03
H 5.61133 -2.42186 -1.43443 0.02 0.03 -0.01
H 6.19273 -1.16219 -0.33994 0.01 0.00 -0.05
H 5.17586 1.79920 -1.77043 -0.02 0.00 0.04
H 4.82726 1.48961 -0.06236 -0.01 0.02 -0.02
H 3.52526 1.96232 -1.14968 -0.01 0.03 0.00
H 4.29337 0.06886 -3.90011 -0.03 -0.02 -0.01
H 2.59203 -0.06742 -3.41755 0.03 0.00 -0.01
H 3.56129 -1.52109 -3.65381 0.00 0.03 -0.03
H 4.38572 -4.33217 -0.63764 -0.02 -0.04 0.00
H 3.32316 -5.73258 -0.85615 0.03 0.02 0.04
H 3.43013 -4.93854 0.72029 0.00 -0.02 -0.02
H 2.70137 -3.39831 -3.21311 0.00 -0.06 -0.01
H 0.96471 -3.11904 -3.03977 0.03 -0.03 0.01
H 1.61538 -4.77327 -2.98356 -0.02 0.04 -0.05
H 0.49380 -4.26874 1.03374 -0.03 -0.02 -0.04
H 0.27924 -5.37131 -0.33899 -0.01 0.03 0.03
H -0.43333 -3.74986 -0.37869 0.03 -0.05 -0.01
H 4.35481 0.58705 2.39162 -0.02 -0.01 0.04
H 4.28535 -0.20701 3.97306 -0.01 0.04 -0.02
H 2.80485 0.42228 3.23863 0.02 0.01 0.01
H 5.82753 -2.10663 1.57596 0.01 -0.01 0.06
H 4.97927 -3.64203 1.74133 0.02 0.00 0.02
H 5.45427 -2.73662 3.18663 0.03 -0.02 -0.03
H 1.25631 -2.19251 3.22960 0.02 -0.02 0.03
H 2.56673 -2.77364 4.27887 -0.03 -0.01 -0.02
H 2.09521 -3.70050 2.84732 0.00 0.02 0.03
```
Positions in Å, forces in eV/Å.

Its total charge is 0. As for the gap between HOMO and LUMO: 8.1 eV. The max |F| comes out at 0.41 eV/A.

No. 2
Formula: C6H9NO2
Source: the OMol25 dataset
Level of theory: wB97M-V/def2-TZVPD

Structure (XYZ):
```
18
Properties=species:S:1:pos:R:3:forces:R:3
C -1.21675 -0.66884 -1.60482 -0.07 0.22 0.15
C -0.85900 0.45783 -0.64045 -0.01 -0.22 -0.13
C -1.42830 0.20140 0.76107 -0.14 0.24 -0.12
O -2.54951 -0.15561 1.02875 -0.38 -0.19 -0.05
N -0.45360 0.46147 1.66908 0.22 0.14 0.30
C 0.82687 0.69970 1.09248 0.29 -0.17 -0.05
C 1.38405 -0.44314 0.26850 -0.25 0.07 0.30
O 2.74539 -0.49882 0.00772 0.34 0.15 -0.24
C 0.62066 0.66576 -0.39925 0.10 -0.15 0.02
H -0.71414 -1.59115 -1.32628 0.04 -0.12 0.01
H -0.92464 -0.40825 -2.61838 0.03 -0.01 -0.11
H -2.28993 -0.83811 -1.57416 -0.08 -0.05 -0.04
H -1.30776 1.38736 -1.00775 0.02 -0.03 0.12
H -0.59018 0.29774 2.65349 -0.09 -0.09 -0.10
H 1.47737 1.40011 1.59501 0.09 0.05 -0.10
H 0.89700 -1.40998 0.38374 -0.09 0.07 0.02
H 3.20753 -0.87852 0.76348 -0.14 0.04 -0.02
H 1.17494 1.32105 -1.05223 0.14 0.06 0.04
```
Positions in Å, forces in eV/Å.

The SMILES is C[C@H]1C(=O)N[C@H]2[C@H](O)[C@H]21. The relative energy (zero: lowest compared OMol25 entry of this formula, charge and spin) comes out at 16.2 kcal per mole. Its total charge is 0. As for the gap between HOMO and LUMO: 9.8 eV. The max |F| comes out at 0.44 eV/A.

Lowest unoccupied orbital energy? In order: 0.62 0.69 eV.
HOMO level? In order: -7.432 -9.133 eV.
Total energy? In order: -77004.035 -11952.615 eV.